1.
One molecule with the formula C28H28N2O6 at a distorted geometry, computed with ωB97M-V/def2-TZVPD.

The geometry in XYZ format:
```
64
Properties=species:S:1:pos:R:3:forces:R:3:lowdin_charge:R:1
C -9.15083 -4.01176 -0.22597 0.4 0.2 0.0 -0.0663
C -7.71845 -3.71556 0.18995 -0.2 -0.3 0.2 -0.2677
O -7.24640 -2.65761 -0.62036 0.0 0.1 -0.1 -0.0559
C -5.97183 -2.21469 -0.44773 0.2 0.1 0.0 -0.2752
C -5.56903 -1.17847 -1.29290 -0.1 -0.2 0.1 -0.0051
C -4.29894 -0.65620 -1.20286 0.0 -0.1 0.1 -0.0261
C -3.39154 -1.15281 -0.26652 -0.3 -0.3 0.2 -0.2264
C -3.79036 -2.18203 0.57603 0.2 0.1 0.0 -0.0019
C -5.06760 -2.70789 0.48629 -0.4 -0.1 -0.1 -0.0098
H -5.34165 -3.50737 1.15589 -0.1 -0.1 0.0 0.1047
H -3.09705 -2.57266 1.30154 0.0 0.0 0.0 0.1012
N -2.12099 -0.56951 -0.21355 0.1 0.2 -0.2 0.1243
C -1.06782 -0.86644 0.60340 0.2 0.2 -0.2 -0.4264
O -1.04598 -1.78047 1.40213 -0.1 -0.2 0.1 0.0805
C 0.10454 0.02602 0.37707 0.6 -0.4 0.2 -0.0742
C 1.32742 -0.55949 0.32490 -1.1 -0.1 0.0 0.0238
N 2.47358 0.11323 0.04512 0.1 0.2 0.0 0.0539
C 2.48920 1.48352 -0.22783 0.1 0.1 0.0 -0.3494
O 3.52399 2.05488 -0.51324 0.0 0.1 0.0 0.0814
C 1.19380 2.14854 -0.10537 -0.5 0.1 0.0 -0.0623
C 1.14354 3.53037 -0.27782 -0.2 0.1 0.1 0.0850
C -0.02270 4.25830 -0.12231 0.3 -0.2 0.0 -0.1789
C -1.20004 3.56472 0.26041 -0.1 0.1 0.0 -0.1690
C -1.15297 2.19260 0.42144 -0.1 0.1 0.0 0.0400
C 0.01827 1.45247 0.21837 0.4 0.3 -0.1 -0.1101
H -2.03729 1.67225 0.75042 -0.1 0.0 0.0 0.1040
O -2.34241 4.29086 0.45622 0.6 0.0 -0.1 -0.1053
C -3.50929 3.63164 0.88436 -0.2 -0.1 0.1 -0.0670
H -3.36438 3.13815 1.85016 0.0 0.0 0.0 0.1024
H -3.85609 2.89878 0.14858 0.0 0.0 0.0 0.0949
H -4.25884 4.41459 0.98994 0.0 -0.1 0.0 0.0981
O 0.11217 5.59013 -0.35071 0.1 -0.3 0.0 -0.0588
C -0.95517 6.49405 -0.17388 -0.3 0.4 0.0 -0.0728
H -0.53681 7.47129 -0.41458 -0.1 -0.1 0.0 0.0946
H -1.78650 6.27909 -0.84851 0.1 0.0 0.1 0.0941
H -1.31692 6.49841 0.85639 0.0 0.0 -0.1 0.0953
H 2.05067 4.05444 -0.53378 0.1 0.1 0.0 0.1360
C 3.69976 -0.60626 0.06338 0.5 -0.2 -0.1 -0.2047
C 4.00019 -1.42036 1.15175 0.0 0.2 -0.2 -0.0063
C 5.18108 -2.12680 1.17971 0.3 -0.1 -0.1 0.0063
C 6.09401 -2.02954 0.12599 -0.3 0.1 0.1 -0.2677
C 5.78930 -1.21153 -0.95766 0.3 -0.2 0.0 -0.0019
C 4.59791 -0.50805 -0.98713 -0.2 0.0 0.1 0.0039
H 4.37272 0.12510 -1.82963 0.0 0.1 0.0 0.1205
H 6.46949 -1.11252 -1.78825 0.1 0.0 -0.1 0.1051
O 7.22658 -2.76315 0.25775 -0.1 -0.1 0.2 -0.0492
C 8.21316 -2.69592 -0.75424 0.3 0.0 -0.2 -0.2636
C 9.36931 -3.58773 -0.32975 -0.4 0.2 0.0 -0.0653
H 9.02278 -4.60992 -0.20513 0.0 -0.1 0.0 0.0774
H 9.77522 -3.24234 0.61695 0.1 0.0 0.1 0.0777
H 10.15077 -3.56429 -1.08379 0.1 0.0 -0.1 0.0756
H 7.79691 -3.04380 -1.71000 0.0 0.1 0.1 0.1255
H 8.55734 -1.65978 -0.87612 -0.1 -0.1 0.0 0.1263
H 5.42927 -2.76014 2.01628 0.0 -0.1 0.1 0.1194
H 3.30998 -1.48824 1.97940 -0.1 0.0 0.1 0.1221
H 1.42496 -1.62558 0.47021 0.0 0.0 0.0 0.1461
H -1.96335 0.15604 -0.89976 0.1 -0.1 0.2 0.1381
H -4.00084 0.14424 -1.86652 0.0 0.1 -0.1 0.1112
H -6.27482 -0.80053 -2.01532 -0.1 0.0 -0.1 0.1177
H -7.09097 -4.60689 0.05008 0.0 0.1 0.1 0.1256
H -7.68370 -3.42431 1.24922 0.1 0.0 -0.1 0.1252
H -9.55092 -4.82205 0.37669 -0.1 -0.1 0.1 0.0752
H -9.76681 -3.12705 -0.09037 -0.1 0.1 0.0 0.0768
H -9.18096 -4.29674 -1.27399 0.0 -0.1 -0.1 0.0771
```
Forces are in eV/Å.

The value obtained for the HOMO energy is -7.6212 eV. The HOMO-LUMO gap is 8.193 eV. The value obtained for the energy above the lowest of the compared OMol25 structures with the same formula, charge and spin is 0.00 kcal/mol. As for the SMILES: CCOc1ccc(NC(=O)c2cn(-c3ccc(OCC)cc3)c(=O)c3cc(OC)c(OC)cc23)cc1.

=====

2.
A 2-piece molecular cluster, C3H2Cl2S overall at a distorted geometry, computed with ωB97M-V/def2-TZVPD.

The geometry in XYZ format:
```
8
Properties=species:S:1:pos:R:3:forces:R:3:lowdin_charge:R:1
C -0.48503 -0.83211 0.47567 1.6 -2.2 0.8 -0.0500
C 1.99739 0.13484 -0.15551 -1.8 1.8 0.8 -0.4950
C -1.28144 0.03915 0.02796 -3.2 2.1 -1.1 -1.0760
S 2.00181 1.68213 -0.07989 0.5 -0.9 0.1 0.7073
Cl -3.21413 -0.25028 -0.12622 2.0 -0.1 0.3 0.3552
Cl -1.04054 1.68954 -0.52067 -0.2 -0.9 0.2 0.5194
H -0.62684 -1.86498 0.89651 0.3 1.4 -0.7 0.0717
H 2.64877 -0.59830 -0.51785 0.7 -1.3 -0.4 -0.0327
```
Forces are in eV/Å.

The value obtained for the HOMO energy (alpha / beta) is -9.2612 / -8.2901 eV. The HOMO-LUMO gap (alpha / beta) is 8.328 / 6.726 eV. The value obtained for the energy above the lowest of the compared OMol25 structures with the same formula, charge and spin is 106.12 kcal/mol.